# 1
{"formula": "C37H38FN9O3S6SeTi", "method": "ωB97M-V with the def2-TZVPD basis set", "spin_multiplicity": 3, "total_energy_ha": -7891.1972, "charge": 0, "e_above_lowest_kj_mol": 232.84, "gap_ev": [3.116, 4.291], "mol_weight_g_mol": 994.998, "homo_ev": [-4.688, -5.883], "elements": ["Ti", "C", "C", "N", "N", "C", "N", "S", "C", "C", "C", "C", "C", "N", "H", "H", "H", "H", "H", "H", "H", "H", "H", "F", "C", "C", "C", "C", "O", "C", "C", "N", "C", "C", "C", "C", "C", "C", "N", "C", "C", "N", "C", "C", "C", "O", "O", "H", "H", "H", "H", "H", "H", "H", "H", "H", "H", "H", "H", "H", "H", "H", "H", "H", "H", "C", "N", "C", "Se", "N", "C", "C", "C", "C", "C", "C", "H", "H", "H", "H", "H", "H", "H", "H", "C", "S", "C", "C", "S", "S", "C", "S", "S", "H", "H", "H"], "xyz": [[-1.288567, 1.618994, -1.676986], [0.221742, 5.193244, -3.520052], [0.035319, 3.895059, -2.812400], [-0.969278, 3.089256, -3.038784], [-1.860702, 3.459227, -4.028143], [-2.997736, 2.819532, -3.954471], [-3.865486, 3.041204, -4.988974], [-3.547352, 1.744636, -2.690811], [0.922465, 3.459743, -1.764106], [2.046626, 4.179400, -1.347248], [2.836244, 3.682528, -0.343674], [2.508608, 2.446050, 0.234013], [1.396549, 1.788340, -0.203791], [0.592811, 2.278605, -1.177304], [-0.505403, 5.280301, -4.319044], [1.229505, 5.272839, -3.933212], [0.073035, 6.021263, -2.821635], [-3.673690, 3.856962, -5.547056], [-4.833404, 2.840561, -4.804596], [2.271918, 5.125847, -1.818064], [3.701311, 4.235569, -0.002085], [3.114729, 2.012951, 1.017107], [1.111594, 0.829057, 0.207197], [-0.699253, 1.402827, 4.899955], [-0.738153, 0.336627, 4.050135], [-0.929553, 0.577442, 2.709248], [-1.050263, -0.512871, 1.823306], [-1.274009, -0.325209, 0.451138], [-1.495527, 0.896214, 0.001355], [-1.259240, -1.452102, -0.416924], [-1.226383, -2.694965, 0.113066], [-1.138369, -2.908920, 1.472438], [-1.352312, -4.205492, 2.046055], [-1.175986, -5.456469, 1.256540], [-0.188425, -5.113392, 2.339701], [-0.957873, -1.833818, 2.348554], [-0.694985, -2.030815, 3.690344], [-0.591067, -0.931766, 4.576147], [-0.293168, -1.171022, 5.946949], [-1.000853, -2.186969, 6.674343], [-0.019007, -2.984056, 7.506220], [0.676178, -2.010678, 8.433663], [1.366256, -0.901401, 7.666119], [0.331627, -0.202764, 6.801638], [-1.245189, -1.332981, -1.919733], [-1.312992, -2.318179, -2.618557], [-1.107663, -0.107287, -2.383686], [-1.041514, 1.586326, 2.333776], [-1.262929, -3.557719, -0.531232], [-2.158887, -4.207179, 2.773602], [-0.836522, -5.396848, 0.233447], [-1.888941, -6.247632, 1.438706], [0.781734, -4.763863, 2.012008], [-0.181259, -5.683179, 3.260064], [-0.558851, -3.036556, 4.064199], [-1.521711, -2.852803, 5.990755], [-1.760143, -1.747767, 7.350169], [0.747406, -3.426830, 6.873322], [-0.493695, -3.749979, 8.117318], [1.339100, -2.497552, 9.035951], [-0.036066, -1.582479, 9.031992], [2.131456, -1.368274, 7.049735], [1.827280, -0.233759, 8.392858], [0.833552, 0.563221, 6.218836], [-0.397090, 0.308281, 7.454469], [3.908765, -2.090896, -3.487448], [3.738851, -1.315676, -4.696850], [2.881643, -0.262821, -4.839618], [1.808014, 0.506034, -3.597346], [2.997601, 0.128411, -6.139529], [3.920377, -0.649465, -6.823514], [4.381764, -0.628924, -8.125133], [5.344882, -1.570598, -8.471819], [5.824995, -2.492782, -7.541574], [5.358009, -2.504658, -6.231143], [4.397049, -1.569938, -5.896241], [3.157700, -1.759742, -2.774541], [4.903456, -1.934021, -3.067555], [3.766654, -3.149079, -3.707394], [2.429866, 0.872607, -6.507609], [4.010298, 0.088004, -8.845129], [5.730394, -1.584858, -9.482221], [6.574428, -3.211669, -7.843684], [5.734328, -3.212890, -5.505150], [-4.828505, 0.354772, 0.622311], [-3.990726, 1.485285, 1.758298], [-4.437904, 3.042590, 1.097059], [-3.680451, 3.884624, 0.371043], [-2.079211, 3.821687, -0.290426], [-4.459606, 5.423254, 0.044437], [-5.935801, 5.196915, 0.897132], [-7.122470, 6.343080, 1.026985], [-6.013918, 3.632689, 1.595873], [-4.837182, -0.623659, 1.103274], [-4.297915, 0.292830, -0.326798], [-5.852934, 0.680362, 0.450438]], "forces_ev_per_angstrom": [[-1.7689, 0.2806, 0.1411], [0.1259, 0.0615, 0.0172], [-0.4697, -0.0860, -0.4006], [0.3450, 1.4203, -1.0151], [0.3565, -0.2642, 0.2624], [-0.3206, -0.1603, 0.1272], [-0.0176, 0.0250, 0.1633], [0.1227, 0.3831, -0.5080], [0.3006, -0.2930, 0.2586], [-0.1286, 0.1110, -0.1808], [0.0425, -0.2432, 0.1998], [0.2827, 0.3382, -0.0180], [-0.4798, -0.0678, -0.3571], [0.7332, 0.5869, 0.1284], [0.0023, -0.0106, -0.0163], [-0.0043, -0.0015, 0.0083], [0.0032, -0.0185, 0.0025], [0.0221, 0.0069, -0.0356], [0.0199, -0.0086, -0.0110], [0.0028, -0.0047, 0.0138], [0.0055, -0.0109, -0.0136], [0.0050, -0.0002, -0.0102], [-0.0768, 0.0216, 0.0295], [-0.0196, 0.0219, -0.0241], [-0.0877, 0.0506, -0.0612], [0.0729, 0.1036, 0.0888], [0.0303, -0.2311, 0.1681], [-0.1362, 0.4455, -0.3326], [0.2719, -1.4701, 1.5674], [0.0191, -0.0234, -0.1659], [-0.0160, -0.0817, 0.1828], [-0.0704, 0.0284, -0.0185], [0.0502, 0.0272, -0.0109], [0.0390, -0.0455, -0.0293], [0.0796, 0.0128, 0.0437], [0.0921, -0.0225, -0.0677], [-0.0578, -0.1143, -0.0090], [0.0465, 0.1277, 0.1223], [0.0679, -0.2470, -0.0379], [-0.1242, 0.2290, -0.0489], [0.0262, -0.0075, 0.0792], [0.0572, -0.0190, -0.1982], [-0.0067, -0.0104, 0.0586], [0.0365, -0.0681, -0.0805], [0.0999, 0.5794, -0.1501], [-0.0343, -0.2081, -0.0897], [0.2278, -1.3063, 0.1496], [-0.0270, -0.0348, 0.0088], [-0.0320, -0.0018, -0.0017], [-0.0181, 0.0134, -0.0111], [0.0325, 0.0167, 0.0184], [-0.0023, 0.0057, 0.0076], [-0.0135, 0.0228, 0.0040], [-0.0551, -0.0297, -0.0218], [0.0525, 0.0268, 0.0056], [-0.0047, 0.0046, 0.0032], [-0.0563, -0.0384, -0.0285], [0.0463, 0.0001, 0.0434], [-0.0060, 0.0376, 0.0630], [-0.0373, 0.0359, -0.0011], [0.0481, -0.0452, 0.0401], [0.0007, -0.0503, 0.0241], [-0.0332, -0.0198, 0.0536], [0.0015, -0.0181, 0.0100], [0.0041, 0.0639, -0.0267], [0.0020, 0.0766, -0.0557], [0.0279, -0.1167, 0.0289], [0.1367, 0.0164, -0.0484], [0.1449, -0.0807, -0.0565], [-0.0172, 0.0349, -0.1353], [-0.1622, 0.1896, 0.0121], [0.0374, -0.0302, -0.0742], [-0.0076, -0.0199, 0.0707], [-0.0514, 0.0577, 0.0005], [0.0559, -0.0587, -0.0608], [-0.0432, -0.0400, 0.2526], [-0.0098, 0.0006, 0.0030], [0.0086, 0.0001, -0.0049], [-0.0033, -0.0040, 0.0022], [0.0408, -0.0101, 0.0183], [0.0042, -0.0060, 0.0007], [-0.0024, -0.0069, -0.0019], [0.0069, 0.0049, -0.0013], [-0.0098, -0.0074, -0.0111], [0.0601, 0.0099, -0.0774], [-0.1463, 0.0551, 0.0740], [-0.2114, -0.2973, 0.2846], [0.2847, 0.2815, -0.4254], [0.2470, 0.0758, 0.1317], [0.0684, 0.1610, -0.1133], [-0.1660, 0.0820, 0.0183], [0.0950, -0.1192, -0.0312], [-0.0702, -0.0387, 0.0920], [0.0013, -0.0086, -0.0242], [0.0126, 0.0018, 0.0090], [-0.0016, -0.0298, 0.0104]], "mulliken_charge": [-0.23, -1.67, 0.43, 1.68, -1.60, 0.56, -0.47, -0.51, 0.52, -0.71, -0.74, -0.93, -0.63, 0.97, 0.42, 0.35, 0.32, 0.24, 0.25, 0.49, 0.43, 0.48, 0.61, -0.42, 0.13, -0.83, 0.97, 0.86, -0.02, -0.20, -0.28, 0.58, -0.46, -0.97, -0.42, -0.62, -0.38, -1.01, 0.33, -0.80, -0.68, -0.16, -0.84, -0.65, -0.01, -0.76, -0.38, 0.72, 0.47, 0.60, 0.29, 0.25, 0.21, 0.28, 0.82, 0.48, 0.23, 0.42, 0.38, 0.34, 0.40, 0.36, 0.42, 0.45, 0.35, -0.96, 0.38, -0.08, -0.57, 0.03, 0.21, -0.83, -0.44, -0.63, -0.58, 0.73, 0.24, 0.32, 0.33, 0.20, 0.40, 0.38, 0.38, 0.41, -0.58, 0.06, -0.30, 0.31, -0.41, -0.07, 0.10, -0.29, -0.11, 0.29, -0.09, 0.44]}

# 2
{"formula": "C5H5BrClNO", "method": "ωB97M-V with the def2-TZVPD basis set", "total_energy_ha": -3357.7154, "charge": 0, "e_above_lowest_kj_mol": 0.00, "smiles": "Clc1ccc(Br)cn1.O", "gap_ev": 9.839, "mol_weight_g_mol": 210.458, "homo_ev": -9.352, "elements": ["C", "C", "C", "C", "C", "N", "O", "Cl", "Br", "H", "H", "H", "H", "H"], "xyz": [[0.873435, -0.008695, -1.051919], [-0.475261, -0.426140, -1.114530], [1.066884, -0.927275, 1.095058], [1.686433, -0.393494, -0.007016], [-0.983853, -0.993879, 0.040215], [-0.252635, -1.204160, 1.097267], [-1.202560, 1.952173, 0.579861], [-2.671794, -1.153982, 0.185996], [3.644625, -0.247723, -0.040466], [1.324698, 0.500260, -1.985784], [-1.188369, -0.233341, -1.947385], [1.674975, -1.179683, 1.949947], [-1.905999, 1.725707, 1.178876], [-1.590584, 2.590226, 0.019880]], "forces_ev_per_angstrom": [[-0.0241, 0.0151, -3.4021], [0.4920, 0.8062, -0.2872], [-0.6319, -0.6862, -0.2564], [0.5942, 0.3932, 0.0359], [1.1597, 0.8423, -0.1233], [0.8711, -0.2136, 1.2121], [0.8718, -0.7453, 0.6694], [-0.9466, -0.4988, 0.0856], [-1.4882, 0.1399, -0.0170], [-0.7509, -0.8569, 1.7305], [1.0601, 0.0364, 0.5872], [-0.2972, -0.1304, 0.3369], [-0.3641, -0.2832, 0.5034], [-0.5460, 1.1813, -1.0749]], "mulliken_charge": [-0.06, -0.39, -0.13, -0.02, 0.44, -0.54, -0.58, -0.18, -0.18, 0.32, 0.35, 0.39, 0.30, 0.29]}

# 3
{"formula": "C4H6N4", "method": "ωB97M-V with the def2-TZVPD basis set", "total_energy_ha": -375.0151, "charge": 0, "e_above_lowest_kj_mol": 121.39, "smiles": "[H]/N=C1C=N/C(=N\\[H])N/1C", "gap_ev": 9.010, "mol_weight_g_mol": 110.120, "homo_ev": -9.475, "elements": ["C", "C", "C", "C", "H", "H", "H", "H", "H", "H", "N", "N", "N", "N"], "xyz": [[0.083784, 2.005391, 0.004331], [-1.160050, -0.179529, 0.001496], [-0.552848, -1.508785, -0.027957], [1.143021, -0.230281, 0.030948], [-0.728245, 2.537771, -0.530688], [1.104606, 2.274477, -0.405134], [0.005522, 2.451148, 1.011709], [-2.830147, 0.902948, 0.163940], [-1.077720, -2.493271, -0.165448], [2.806254, -0.657698, -0.066958], [-0.027950, 0.597719, -0.040311], [-2.458774, -0.005319, -0.017747], [0.704962, -1.580579, 0.078528], [2.301232, 0.197301, -0.029089]], "forces_ev_per_angstrom": [[0.5929, 2.1425, -0.1208], [-2.0129, 0.8042, -0.6035], [-1.0370, -3.6058, -0.2925], [-2.8434, 0.6420, 0.0258], [0.5018, -0.6301, -0.2700], [-1.3288, -0.1477, 0.3559], [0.2735, -0.5294, -0.0258], [0.2472, 1.0157, -0.1947], [-0.0485, 1.3882, 0.3951], [1.4901, -0.7061, 0.1406], [0.2999, -0.2426, 0.6390], [2.7085, -1.4179, 0.4261], [0.5297, 0.5408, -0.3567], [0.6270, 0.7463, -0.1184]], "mulliken_charge": [-0.96, 0.58, -0.10, 0.43, 0.34, 0.32, 0.29, 0.23, 0.38, 0.32, 0.05, -0.73, -0.55, -0.61]}

# 4
{"formula": "C2H2O2Yb", "method": "ωB97M-V with the def2-TZVPD basis set", "total_energy_ha": -1386.3149, "charge": 0, "e_above_lowest_kj_mol": 521.98, "gap_ev": [5.923, 5.924], "mol_weight_g_mol": 231.076, "homo_ev": [-7.096, -7.096], "elements": ["H", "C", "C", "H", "O", "O", "Yb"], "xyz": [[-1.886906, -1.459223, 0.791105], [-1.589721, -0.814302, -0.036234], [-1.982590, 0.267874, -0.566100], [-2.899741, 0.851748, -0.548165], [0.467934, -0.988428, 0.483243], [1.453573, -0.171250, -0.262642], [0.175379, 1.368255, 0.308843]], "forces_ev_per_angstrom": [[0.7650, -0.5270, -0.6743], [-0.0548, 1.7760, 0.9881], [0.8349, -0.0900, 0.6706], [0.0720, -0.5655, -0.5085], [-0.9340, 1.6882, -0.4215], [-0.4491, -0.3821, 0.0381], [-0.2341, -1.8997, -0.0925]], "mulliken_charge": [0.31, 0.17, -0.90, 0.32, -0.48, -0.53, 1.11]}